{"formula": "C35H19CrF15GeN2O4S3", "method": "wB97M-V/def2-TZVPD", "lumo_energy_ev": [-0.042, -0.047], "multiplicity": 5, "de_lowest_kcal_mol": 36.59, "energy_ha": -7569.56831, "s2": 6.014, "orbital_gap_ha": [0.2843, 0.2879], "total_charge": 0, "elements": ["Cr", "N", "C", "S", "C", "C", "C", "N", "C", "C", "H", "H", "H", "H", "H", "H", "O", "C", "C", "C", "C", "C", "C", "C", "O", "O", "H", "H", "H", "H", "H", "F", "C", "C", "C", "F", "C", "F", "C", "F", "C", "F", "Ge", "S", "C", "C", "F", "C", "F", "C", "F", "C", "F", "C", "F", "C", "C", "F", "C", "F", "C", "F", "C", "F", "C", "F", "O", "S", "C", "C", "C", "C", "H", "H", "H", "H", "H", "H", "H", "H"], "coordinates": [[1.2791, -0.3067, 0.1174], [8.1841, -1.0464, -0.7146], [7.4120, -0.2239, -1.4388], [8.0056, 0.6245, -2.7209], [5.9774, -0.1698, -0.9757], [5.5977, -0.5970, 0.3428], [4.2698, -0.6987, 0.6055], [3.2841, -0.3837, -0.2706], [3.6379, 0.3490, -1.3975], [5.0292, 0.2434, -1.8352], [9.1553, -1.1325, -0.9645], [7.8024, -1.6264, 0.0100], [6.3060, -0.8430, 1.1182], [3.9402, -1.0905, 1.5633], [2.9225, 0.2269, -2.2111], [5.2928, 0.5546, -2.8360], [4.4907, 4.3591, -1.0848], [3.2714, 4.7959, -0.6892], [3.0201, 6.1596, -0.5375], [1.7837, 6.6043, -0.1148], [0.7666, 5.7010, 0.1748], [1.0164, 4.3517, 0.0264], [2.2555, 3.8768, -0.4121], [2.3961, 2.4000, -0.5622], [3.4453, 1.9632, -1.1466], [1.4657, 1.6855, -0.1243], [5.0619, 5.1216, -1.2314], [3.8112, 6.8682, -0.7545], [1.6120, 7.6680, -0.0094], [-0.2001, 6.0463, 0.5116], [0.2494, 3.6223, 0.2477], [-5.5550, -1.0212, 1.7356], [-4.8398, -2.0038, 1.1820], [-3.6359, -1.7468, 0.5506], [-3.0405, -2.8333, -0.0694], [-1.8902, -2.6834, -0.7511], [-3.5654, -4.1127, -0.0312], [-2.9438, -5.1321, -0.6340], [-4.7515, -4.3323, 0.6448], [-5.2732, -5.5558, 0.6990], [-5.3985, -3.2709, 1.2481], [-6.5563, -3.4772, 1.8729], [-2.6750, -0.0215, 0.4332], [-0.7748, -0.0509, 1.4024], [-3.7403, 1.3645, 1.3145], [-4.1993, 2.5153, 0.7018], [-4.0394, 2.7149, -0.6177], [-4.8413, 3.5289, 1.3956], [-5.2723, 4.6218, 0.7641], [-5.0261, 3.4043, 2.7593], [-5.6367, 4.3695, 3.4415], [-4.5645, 2.2749, 3.4132], [-4.7312, 2.1586, 4.7304], [-3.9300, 1.2871, 2.6842], [-3.4751, 0.2292, 3.3690], [-2.6895, 0.2880, -1.4942], [-1.5595, 0.5037, -2.2674], [-0.3277, 0.5394, -1.7303], [-1.6170, 0.6944, -3.6377], [-0.5069, 0.8950, -4.3469], [-2.8449, 0.6719, -4.2730], [-2.9175, 0.8516, -5.5885], [-3.9965, 0.4621, -3.5366], [-5.1796, 0.4473, -4.1492], [-3.8956, 0.2776, -2.1703], [-5.0387, 0.1004, -1.4894], [1.0886, -2.3489, 0.0877], [1.5296, -3.1197, 1.3444], [0.0066, -3.5367, 2.2307], [-0.1132, -5.0582, 2.2267], [0.4411, -5.5140, 0.8785], [1.7805, -4.7954, 0.7472], [-0.7510, -3.0485, 1.6195], [0.0156, -3.0602, 3.2078], [-1.1486, -5.3615, 2.3836], [0.4804, -5.4904, 3.0358], [-0.2243, -5.2100, 0.0708], [0.5676, -6.5944, 0.8222], [2.1605, -4.6780, -0.2666], [2.5543, -5.2459, 1.3707]]}

***

{"formula": "C24H36N9O5S3Sn", "method": "wB97M-V/def2-TZVPD", "lumo_energy_ev": -1.978, "de_lowest_kcal_mol": 0.61, "energy_ha": -3213.92306, "orbital_gap_ha": 0.2940, "total_charge": 1, "elements": ["Sn", "C", "N", "C", "C", "O", "C", "O", "C", "C", "O", "N", "C", "C", "H", "H", "H", "H", "H", "H", "H", "H", "H", "H", "H", "H", "H", "H", "H", "H", "O", "C", "C", "C", "C", "C", "C", "C", "O", "N", "N", "C", "S", "C", "C", "S", "H", "H", "H", "H", "H", "H", "H", "H", "H", "N", "N", "C", "N", "S", "H", "H", "H", "H", "H", "N", "C", "C", "C", "C", "C", "N", "H", "H", "H", "H", "H", "H"], "coordinates": [[1.0524, 0.1342, -0.0412], [1.7693, 5.6105, -1.2292], [0.6151, 5.0276, -0.5640], [-0.2164, 5.9273, 0.2199], [0.2530, 3.7656, -0.8742], [0.9150, 3.0494, -1.6165], [-1.0209, 3.2497, -0.2118], [-1.3128, 1.9758, -0.7310], [-2.4101, 1.3511, -0.1136], [-2.0016, 0.6939, 1.2060], [-0.8726, 0.8970, 1.6739], [-2.9221, -0.0578, 1.8154], [-2.6419, -0.6409, 3.1228], [-4.1772, -0.4143, 1.1632], [2.2506, 6.3155, -0.5539], [1.4783, 6.1375, -2.1413], [2.4707, 4.8247, -1.4901], [0.4272, 6.6460, 0.7234], [-0.7654, 5.3897, 0.9882], [-0.9232, 6.4786, -0.4060], [-1.8528, 3.9355, -0.4110], [-0.8596, 3.2008, 0.8714], [-2.7782, 0.5942, -0.8050], [-3.2251, 2.0615, 0.0736], [-1.7907, -0.1321, 3.5639], [-2.4199, -1.7054, 3.0342], [-3.5140, -0.5108, 3.7624], [-3.9918, -0.9231, 0.2156], [-4.8088, 0.4596, 0.9949], [-4.7121, -1.1037, 1.8104], [0.0485, -3.3057, 2.7491], [-1.0952, -3.7398, 2.1825], [-1.8061, -4.7215, 2.8754], [-2.9948, -5.2069, 2.3749], [-3.5028, -4.7303, 1.1661], [-2.8029, -3.7643, 0.4775], [-1.5984, -3.2438, 0.9687], [-0.9018, -2.1784, 0.2171], [0.2089, -1.7063, 0.7178], [-1.4364, -1.7579, -0.8935], [-0.6692, -0.7554, -1.4780], [-0.9753, -0.5134, -2.6932], [-0.1931, 0.7632, -3.6033], [-0.6311, 0.0254, -5.2007], [-2.0575, -0.4755, -5.0800], [-2.1893, -1.4415, -3.5484], [0.4378, -2.6411, 2.1472], [-1.3939, -5.0840, 3.8074], [-3.5317, -5.9691, 2.9249], [-4.4294, -5.1207, 0.7686], [-3.1688, -3.3876, -0.4682], [0.0546, -0.7894, -5.4322], [-0.5393, 0.8036, -5.9574], [-2.3211, -1.1338, -5.9068], [-2.7613, 0.3553, -5.0477], [3.1811, 1.1089, -2.0228], [3.3941, 0.2360, -3.0786], [3.0577, -1.0605, -2.9926], [3.2636, -1.7862, -4.1042], [2.4266, -1.8239, -1.6224], [2.4889, 1.8213, -2.2407], [4.0513, 1.5153, -1.7050], [3.6915, 0.6048, -3.9711], [3.7601, -1.4235, -4.9007], [3.0824, -2.7737, -4.0610], [4.5874, -0.6562, 0.9040], [3.8896, -0.6622, 2.0926], [4.5565, -0.7325, 3.3234], [3.8170, -0.6933, 4.4812], [2.4295, -0.5797, 4.4097], [1.8567, -0.5117, 3.1621], [2.5612, -0.5563, 2.0198], [5.5260, -1.0178, 0.9548], [4.0675, -0.9934, 0.1029], [5.6344, -0.8214, 3.3475], [4.3140, -0.7529, 5.4407], [1.8147, -0.5496, 5.2969], [0.7830, -0.4104, 3.0455]]}

***

{"formula": "C21H18BHoN9O2", "method": "wB97M-V/def2-TZVPD", "lumo_energy_ev": [-3.089, -3.060], "multiplicity": 5, "energy_ha": -2427.23979, "s2": 6.004, "orbital_gap_ha": [0.3145, 0.3156], "total_charge": 1, "elements": ["Ho", "C", "C", "N", "N", "C", "B", "N", "C", "C", "C", "N", "N", "C", "C", "C", "N", "H", "H", "H", "H", "H", "H", "H", "H", "H", "H", "O", "C", "N", "C", "O", "C", "C", "C", "C", "C", "N", "C", "C", "C", "C", "C", "N", "H", "H", "H", "H", "H", "H", "H", "H"], "coordinates": [[6.7243, 11.4086, 7.4955], [4.4575, 14.3942, 10.2049], [4.3579, 13.6489, 9.0037], [5.3415, 12.6954, 8.9763], [5.9607, 12.6962, 10.2569], [5.4863, 13.7871, 10.9423], [6.7149, 11.3808, 10.7367], [5.9939, 10.0931, 10.2148], [5.5442, 9.0164, 10.9346], [4.5401, 8.3416, 10.1877], [4.4248, 9.0588, 8.9819], [5.3300, 10.0824, 8.9423], [8.2050, 11.4213, 10.1991], [9.4294, 11.4403, 10.8209], [10.4518, 11.4476, 9.8387], [9.7818, 11.4187, 8.6108], [8.4125, 11.4070, 8.8282], [3.8771, 15.2478, 10.5337], [3.6696, 13.7549, 8.1515], [5.9250, 14.0822, 11.9007], [6.7956, 11.3743, 11.9264], [5.9129, 8.7846, 11.9292], [3.9861, 7.4644, 10.5254], [3.7146, 8.9072, 8.1608], [9.5430, 11.4662, 11.8999], [11.5201, 11.5804, 9.9833], [10.1660, 11.4323, 7.5859], [9.2134, 10.0888, 3.9848], [8.4459, 10.2055, 4.9569], [7.9380, 11.3954, 5.4447], [8.4101, 12.5950, 4.9108], [9.0581, 12.7147, 3.8729], [8.1082, 13.8020, 5.6616], [8.6410, 15.0017, 5.1896], [8.4244, 16.1873, 5.8882], [7.7524, 16.1017, 7.1036], [7.3388, 14.8705, 7.5541], [7.4011, 13.7454, 6.8361], [8.1217, 8.9941, 5.6896], [8.6458, 7.7863, 5.2180], [8.4435, 6.6104, 5.9268], [7.7721, 6.7177, 7.1296], [7.3452, 7.9360, 7.5882], [7.4153, 9.0503, 6.8388], [9.1824, 15.0179, 4.2592], [8.7264, 17.1566, 5.4846], [7.5865, 16.9671, 7.7331], [6.9567, 14.7851, 8.5709], [9.2213, 7.7863, 4.2930], [8.8246, 5.6445, 5.5846], [7.5828, 5.8334, 7.7578], [6.9684, 8.0337, 8.6179]]}

***

{"formula": "C5H22N3O3", "method": "wB97M-V/def2-TZVPD", "lumo_energy_ev": [-6.130, -10.662], "multiplicity": 2, "de_lowest_kcal_mol": 4.53, "energy_ha": -593.00897, "s2": 0.754, "orbital_gap_ha": [0.4063, 0.2373], "total_charge": 2, "elements": ["N", "C", "C", "C", "N", "C", "N", "C", "H", "H", "H", "H", "H", "H", "H", "H", "H", "H", "H", "H", "H", "H", "H", "H", "H", "H", "O", "H", "H", "O", "H", "H", "O"], "coordinates": [[0.2464, 0.2208, -2.3753], [-0.6285, 1.1276, -1.4205], [-1.1905, 0.2500, -0.3276], [-2.2646, 0.9721, 0.5512], [-1.5829, 1.4294, 1.7704], [0.3665, 2.2341, -0.9006], [0.8859, 1.9998, 0.3807], [2.2275, 1.3920, 0.5078], [0.7371, 0.8755, -2.9852], [0.9529, -0.3196, -1.8457], [-0.3015, -0.4629, -2.9000], [-1.3685, 1.5443, -2.1024], [-1.5642, -0.6920, -0.6932], [-0.4147, -0.0558, 0.3518], [-2.5492, 1.8577, -0.0568], [-3.2391, 0.4892, 0.6431], [-1.6628, 0.8218, 2.5731], [-1.7337, 2.3973, 2.0179], [-0.2343, 3.1816, -0.8356], [1.0518, 2.4828, -1.6992], [0.1936, 1.7065, 1.1185], [2.2374, 0.4012, 0.0541], [2.8440, 2.0996, -0.0723], [2.3847, 1.3283, 1.5709], [0.3291, -2.3972, -0.7558], [1.4759, -1.8652, -0.0143], [0.7399, -1.5180, -0.5600], [-1.1689, -4.3744, 0.2517], [0.1801, -4.7321, -0.1069], [-0.4263, -3.9691, -0.2054], [0.6783, -1.3858, 2.2481], [0.8046, -3.0125, 2.1277], [1.2527, -2.1616, 2.2300]]}

***

{"formula": "C5H2F6N2", "method": "wB97M-V/def2-TZVPD", "lumo_energy_ev": -0.994, "de_lowest_kcal_mol": 0.00, "energy_ha": -900.37118, "orbital_gap_ha": 0.3523, "total_charge": 0, "smiles": "FC(F)(F)C1(C(F)(F)F)C=CN=N1", "elements": ["F", "C", "F", "F", "C", "C", "F", "F", "F", "C", "C", "N", "N", "H", "H"], "coordinates": [[-1.8333, -0.4983, 1.2795], [-0.6351, -0.9703, 0.9682], [-0.8012, -2.1997, 0.5771], [0.1123, -1.0252, 2.0781], [0.1007, -0.2136, -0.0623], [1.6229, -0.5974, -0.3467], [2.5186, 0.0794, 0.4206], [1.9670, -1.8498, -0.1222], [1.9324, -0.2663, -1.6683], [-0.1457, 1.3440, 0.1985], [-1.0884, 1.6421, -0.6728], [-1.3869, 0.6110, -1.4897], [-0.7285, -0.4057, -1.2132], [0.0734, 1.8498, 1.1058], [-1.7082, 2.4997, -1.0526]]}

***

{"formula": "C24H63FeO9", "method": "wB97M-V/def2-TZVPD", "lumo_energy_ev": [0.457, -0.191], "multiplicity": 6, "de_lowest_kcal_mol": 19.32, "energy_ha": -2892.92917, "s2": 8.762, "orbital_gap_ha": [0.3102, 0.2690], "total_charge": 0, "elements": ["Fe", "C", "C", "O", "H", "H", "H", "H", "H", "C", "C", "O", "H", "H", "H", "H", "H", "C", "C", "O", "H", "H", "H", "H", "H", "C", "C", "C", "O", "H", "H", "H", "H", "H", "H", "H", "H", "C", "C", "C", "O", "H", "H", "H", "H", "H", "H", "H", "H", "C", "C", "C", "O", "H", "H", "H", "H", "H", "H", "H", "H", "C", "C", "C", "O", "H", "H", "H", "H", "H", "H", "H", "H", "C", "C", "C", "O", "H", "H", "H", "H", "H", "H", "H", "H", "C", "C", "C", "O", "H", "H", "H", "H", "H", "H", "H", "H"], "coordinates": [[0.1680, -0.1726, -0.1003], [2.4190, -3.9388, -0.7387], [1.0134, -3.3363, -1.1431], [0.5351, -2.1134, -0.5366], [2.4719, -4.9581, -1.1213], [2.6136, -3.8766, 0.3320], [3.1747, -3.3707, -1.2811], [0.2706, -4.1317, -1.2039], [1.0921, -3.2096, -2.2228], [-0.4461, 3.8313, 2.0658], [-0.9557, 3.0023, 0.8338], [-0.5392, 1.6335, 0.6669], [-0.7648, 4.8714, 1.9961], [0.6384, 3.8113, 2.1732], [-0.8464, 3.3374, 2.9512], [-0.6767, 3.5297, -0.0783], [-2.0409, 2.9220, 0.8965], [2.1879, 2.7517, -2.6967], [2.4150, 1.2996, -2.2573], [1.4461, 0.7091, -1.4689], [1.9180, 3.3664, -1.8380], [1.4396, 2.8339, -3.4850], [3.1455, 3.1754, -2.9994], [3.3595, 1.2094, -1.7208], [2.5978, 0.8821, -3.2475], [-5.6611, 2.2715, 0.6933], [-5.0090, 2.0291, -0.7104], [-4.8941, 3.3802, -1.4304], [-3.7615, 1.4679, -0.4346], [-5.5189, 1.2865, 1.1379], [-6.7286, 2.4789, 0.6186], [-5.1439, 2.9322, 1.3892], [-5.4964, 1.2965, -1.3537], [-3.9064, 3.8143, -1.2749], [-5.7348, 3.9989, -1.1162], [-4.8202, 3.3634, -2.5177], [-3.2334, 2.1887, -0.0836], [-1.8625, -3.1803, 1.6829], [-2.3468, -1.8094, 1.2496], [-3.6685, -1.5157, 2.1144], [-1.2742, -0.9236, 1.4140], [-1.3200, -3.0602, 2.6207], [-1.1875, -3.6377, 0.9595], [-2.5893, -3.9753, 1.8494], [-2.7030, -1.9795, 0.2336], [-4.4394, -2.2763, 1.9906], [-4.0458, -0.5068, 1.9476], [-3.3899, -1.6780, 3.1556], [-1.3451, -0.6651, 2.3358], [-1.6984, 0.8868, 4.6848], [-0.2419, 0.2601, 4.8522], [0.1476, -0.1999, 6.2288], [-0.0713, -0.7785, 3.9041], [-1.6543, 1.4337, 3.7430], [-2.0040, 1.5589, 5.4866], [-2.4122, 0.0633, 4.6652], [0.5046, 0.9948, 4.5504], [-0.5328, -0.9897, 6.5472], [-0.0604, 0.6147, 6.9226], [1.1848, -0.5326, 6.1873], [-0.1456, -1.6085, 4.3809], [3.7090, 0.4299, 1.9000], [2.8190, -0.8280, 1.6364], [2.9991, -1.8524, 2.8087], [1.4427, -0.4565, 1.6334], [3.4384, 0.9888, 2.7959], [3.6301, 1.0634, 1.0165], [4.7486, 0.1249, 2.0202], [3.0445, -1.2890, 0.6748], [2.1870, -2.5766, 2.7450], [2.9624, -1.3279, 3.7635], [3.9345, -2.4116, 2.8247], [1.2382, -0.5593, 2.5657], [-2.5806, -0.7450, -3.4232], [-1.4911, 0.1668, -2.7629], [-1.7178, 1.6993, -2.9788], [-1.5955, -0.0729, -1.3499], [-3.5613, -0.4105, -3.0851], [-2.4581, -1.8171, -3.2698], [-2.5152, -0.6015, -4.5018], [-0.4729, 0.0583, -3.1366], [-1.1759, 2.1617, -3.8038], [-1.5637, 2.2583, -2.0558], [-2.7465, 1.9290, -3.2566], [-2.3525, 0.4482, -1.0725], [3.9387, -1.8687, -3.5988], [4.6599, -1.3852, -4.8678], [6.1242, -1.0091, -4.5421], [4.5410, -2.3062, -5.9737], [3.8916, -1.0748, -2.8534], [4.5205, -2.6709, -3.1449], [2.9393, -2.1804, -3.9023], [4.1748, -0.4437, -5.1254], [6.1176, -0.5866, -3.5374], [6.5909, -0.3262, -5.2519], [6.7235, -1.9143, -4.6399], [4.2835, -1.6764, -6.6509]]}